# 1
Here is a molecular structure, C12H36ClO10Zr from the Open Molecules 2025 dataset. Energies are from ωB97M-V/def2-TZVPD.

Cartesian coordinates (Å):
Zr 10.9176 2.4750 24.9220
Cl 14.3763 1.0497 26.2248
O 13.1520 1.5743 25.6898
O 12.3282 4.1604 24.4607
O 12.8607 -0.7052 23.3803
O 10.5547 0.8842 26.4295
O 11.1558 3.6933 26.7798
O 16.3733 5.5721 29.7517
O 12.1036 1.8082 23.1288
O 14.3440 -0.3556 26.0456
O 14.4326 1.4083 27.6293
O 15.4617 1.6523 25.5081
C 12.6767 2.4919 22.0029
C 11.6133 3.4035 28.0495
C 9.4611 -1.2479 26.3942
C 10.7918 -0.4733 26.2584
C 13.4339 6.2366 25.2665
C 13.2651 -1.3148 22.1806
C 14.1723 2.3611 22.2026
C 16.4636 4.8378 27.3630
C 12.6329 4.4094 28.4425
C 14.5584 -2.1425 22.4390
C 13.5469 4.7134 24.9407
C 16.1309 5.9317 28.3734
H 17.3210 5.4763 29.8708
H 13.9079 4.1431 25.7966
H 15.3752 -1.4320 22.5663
H 14.6627 -2.7849 21.5646
H 12.5595 -2.0864 21.8727
H 12.6156 6.3152 25.9823
H 10.7635 3.4955 28.7260
H 8.7683 -1.0305 25.5814
H 14.6767 2.7421 21.3146
H 12.6369 -1.4319 23.9663
H 15.8882 3.9833 27.7192
H 11.9913 2.3838 28.1223
H 10.2413 0.8404 27.3359
H 13.3043 -0.5183 21.4375
H 12.4484 1.8790 21.1309
H 10.7707 4.5480 26.9866
H 14.3007 4.6503 24.1559
H 14.4181 -2.7159 23.3552
H 12.2362 4.7494 23.7083
H 14.4831 2.8845 23.1068
H 12.5539 0.9679 23.0161
H 13.2295 6.7322 24.3175
H 11.1850 -0.6665 25.2603
H 14.3718 6.5651 25.7141
H 12.2986 5.4467 28.4620
H 9.6565 -2.3198 26.4267
H 17.5241 4.5897 27.3196
H 12.8784 4.1408 29.4700
H 15.0607 6.1318 28.3213
H 16.1892 5.1350 26.3509
H 13.5478 4.3457 27.8535
H 12.2471 3.4677 21.7762
H 14.5653 1.3705 22.4316
H 16.5979 6.8896 28.1443
H 8.9151 -1.0162 27.3087
H 11.4944 -0.8303 27.0113

Calculated values
**Total charge**: +3
**2S+1**: 1
**HOMO energy**: -16.665 eV
**Orbital gap**: 1.97 eV
**LUMO level**: -14.69 eV

Mulliken population analysis, charges in e, atoms 1 to 5:
1. Zr 1.7888
2. Cl 2.0246
3. O -0.3010
4. O -0.1426
5. O -0.6189

=====

# 2
Here is a molecular structure, C19H13Cl2O3RuSTe from the Open Molecules 2025 dataset. Energies are from ωB97M-V/def2-TZVPD.

Cartesian coordinates (Å):
Te -0.7316 1.4075 -1.7212
Ru -0.1191 -0.2648 0.2872
Cl 2.2206 -0.0557 0.1873
Cl 1.2722 -1.7296 5.2422
S 0.1318 -0.8028 2.4420
O -4.5674 -2.7637 -2.2911
O -1.9516 -0.7050 0.3020
O -4.0131 -1.0931 -0.3439
C -0.8745 5.6090 -0.9285
C 3.7277 -1.3800 4.2084
C 4.6290 -1.0472 3.2079
C -1.4331 -4.0091 -3.5280
C -0.4960 -3.3555 -2.7171
C 2.3636 -1.3090 3.9773
C 2.8100 -0.5871 1.7813
C -0.4646 3.2428 -0.8261
C -2.3277 -2.2449 -1.5519
C 1.8607 -0.9053 2.7348
C -0.1854 5.7678 0.2660
C -0.9632 -2.5003 -1.7521
C 0.3651 4.6697 0.9182
C -1.0152 4.3483 -1.4838
C 4.1744 -0.6375 1.9621
C 0.2256 3.4042 0.3791
C -2.8375 -1.3283 -0.5221
C -2.7800 -3.7951 -3.3681
C -3.2482 -2.9163 -2.3842
H -1.3020 6.4671 -1.4281
H 0.8973 4.8037 1.8499
H 5.6913 -1.1082 3.3970
H -3.5096 -4.2960 -3.9885
H 4.0765 -1.6998 5.1798
H -0.2217 -1.9967 -1.1249
H -1.0933 -4.6951 -4.2927
H -0.0775 6.7551 0.6946
H -1.5492 4.2281 -2.4175
H 0.5625 -3.5294 -2.8403
H 0.6483 2.5525 0.8972
H -4.7508 -2.1279 -1.5709
H 4.8559 -0.3725 1.1668

Calculated values
**Total charge**: +1
**Expectation value of S²**: 6.028
**2S+1**: 5
**HOMO energy (spin up / spin down)**: -11.455 / -11.444 eV
**Orbital gap (spin up / spin down)**: 7.42 / 5.45 eV
**LUMO level (spin up / spin down)**: -4.03 / -5.99 eV

Mulliken population analysis, charges in e, atoms 1 to 5:
1. Te 0.4464
2. Ru 0.3415
3. Cl -0.1071
4. Cl -0.1797
5. S -0.1066

=====

# 3
Here is 2 unconnected molecules or ions with the total composition C3H7NO2 from the Open Molecules 2025 dataset. Energies are from ωB97M-V/def2-TZVPD.

Cartesian coordinates (Å):
O -2.3685 6.5601 1.5820
O -2.0673 6.3609 -0.7403
N 1.1611 -4.4344 -0.4976
C -2.3429 5.9900 0.5516
C 1.2734 -3.5396 -1.3864
C 1.2454 -4.0323 0.9243
H -2.4862 4.8972 0.5700
H 0.1983 -3.9056 1.2770
H 1.5121 -3.9492 -2.3825
H 1.6488 -4.9486 1.3756
H -1.2347 6.6268 -1.1185
H 1.6792 -2.5156 -1.3301
H 1.7812 -3.1097 1.1749

Calculated values
**Total charge**: 0
**SMILES string**: C=NC.O=CO
**2S+1**: 1
**HOMO energy**: -9.836 eV
**Orbital gap**: 10.49 eV
**LUMO level**: 0.66 eV

Mulliken population analysis, charges in e, atoms 1 to 5:
1. O -0.3746
2. O -0.4539
3. N -0.3776
4. C 0.2315
5. C -0.2462

=====

# 4
Here is a single C6H10O molecule from the Open Molecules 2025 dataset. Energies are from ωB97M-V/def2-TZVPD.

Cartesian coordinates (Å):
O 2.8382 0.2170 0.7245
C -0.0318 1.3371 0.4732
C 0.3290 0.4361 -0.6715
C -1.1240 0.7310 -0.3571
C 0.9899 -0.8913 -0.3880
C -2.0866 -0.2856 0.2161
C 2.3371 -0.7938 0.2969
H 1.1295 -1.4802 -1.3057
H -2.7360 -0.6954 -0.5653
H 0.1238 0.9343 1.4717
H -2.7265 0.1709 0.9794
H 2.8616 -1.7698 0.4072
H 0.3737 -1.5278 0.2639
H -1.5724 -1.1279 0.6908
H 0.7085 0.9279 -1.5645
H 0.1783 2.3992 0.3884
H -1.5925 1.4182 -1.0600

Calculated values
**Total charge**: 0
**SMILES string**: C[C@H]1C[C@H]1CC=O
**2S+1**: 1
**HOMO energy**: -9.609 eV
**Orbital gap**: 10.67 eV
**LUMO level**: 1.06 eV

Mulliken population analysis, charges in e, atoms 1 to 5:
1. O -0.4606
2. C -0.7169
3. C 0.0830
4. C 0.1427
5. C -0.7578

=====

# 5
Here is 4 unconnected molecules or ions with the total composition C29H30ClN3O12P2S from the Open Molecules 2025 dataset. Energies are from ωB97M-V/def2-TZVPD.

Cartesian coordinates (Å):
Cl 5.4072 2.0826 -4.6591
S 2.5574 2.7444 -2.7509
P 6.0499 1.8900 -2.6775
P 4.3515 0.0685 0.1188
O 1.5554 3.7458 -2.4217
O 3.9683 3.4821 -2.3230
O 6.2994 -3.8201 -6.9930
O 6.5223 -2.0997 -5.7113
O 7.4109 2.8995 -2.5582
O 3.6774 -1.1814 -0.8252
O -4.5984 2.3485 0.2137
O -8.4021 -1.9037 5.9380
O 2.7307 1.4467 -1.7621
O -6.2965 -1.4568 5.7611
O -4.5727 3.7323 1.8679
O 2.3246 2.4017 -4.1389
N 6.0730 -2.6601 -6.6953
N -4.8840 2.6724 1.3549
N -7.2230 -2.1692 6.1098
C 0.2794 2.7360 0.1504
C 5.5497 3.6184 -0.5079
C -6.7627 -0.3906 2.3779
C -6.0330 2.0713 3.4529
C 4.9309 -0.5564 -7.2875
C -1.4766 0.9646 0.3768
C -5.6573 1.7236 2.1611
C -1.1222 2.3447 0.1040
C 5.1956 -1.8864 -7.5811
C -6.2894 -5.7811 8.0992
C 6.2113 -0.1203 0.0206
C -5.5705 -3.7481 7.0330
C -7.9253 -4.2763 7.1800
C -5.2684 -4.9296 7.6946
C -6.7846 1.1805 4.2044
C 2.8590 2.3543 0.4397
C 3.7867 -1.7715 -9.5146
C 1.0165 0.4362 0.7551
C -7.6155 -5.4574 7.8387
C 4.6347 -2.5002 -8.6927
C -6.8988 -3.4287 6.7864
C 4.0842 0.1672 -8.1150
C 3.5098 -0.4409 -9.2243
C -7.1515 -0.0473 3.6671
C 1.3762 1.8258 0.4459
C -0.3810 0.0361 0.7076
C 4.7817 2.6174 -1.4502
C 3.7530 1.6659 -0.7307
C -6.0124 0.4969 1.6182
H 3.8682 1.2055 -7.8931
H 3.3380 -2.2418 -10.3813
H 3.2924 1.9766 1.4105
H 0.5293 3.7992 -0.0531
H 6.0177 4.4659 -1.0634
H 2.8987 3.4746 0.3795
H -8.9613 -4.0312 6.9844
H 7.7027 3.0513 -3.4816
H -2.5391 0.6231 0.3313
H 6.4603 -0.3744 -1.0527
H 6.6080 -0.9786 0.6238
H -7.0885 1.4435 5.2104
H 2.8424 0.1243 -9.8650
H -4.7685 -3.0912 6.7219
H 3.4449 -1.8544 -0.1570
H 6.7193 0.8454 0.2659
H -7.7414 -0.7338 4.2501
H -7.0482 -1.3501 1.9633
H -8.4081 -6.1253 8.1531
H 4.8443 -3.5358 -8.9269
H -6.0505 -6.7010 8.6209
H -0.7071 -1.0171 0.9032
H 5.3704 -0.0732 -6.4238
H 6.3052 3.0068 0.0631
H 1.7870 -0.3150 1.0254
H 4.8876 4.0792 0.2733
H -1.8691 3.1399 -0.1321
H -5.7523 3.0252 3.8805
H -4.2360 -5.1863 7.8983
H -5.7170 0.2216 0.6137

Calculated values
**Total charge**: 0
**SMILES string**: CP(O)[C@]1(Cc2ccccc2)OS(=O)(=O)O[C@]1(C)P(O)Cl.O=[N+]([O-])c1ccccc1.O=[N+]([O-])c1ccccc1.O=[N+]([O-])c1ccccc1
**2S+1**: 1
**HOMO energy**: -8.622 eV
**Orbital gap**: 7.67 eV
**LUMO level**: -0.96 eV

Mulliken population analysis, charges in e, atoms 1 to 5:
1. Cl -0.2231
2. S 1.1379
3. P 0.3892
4. P 0.0376
5. O -0.5936

=====

# 6
Here is 2 unconnected molecules or ions with the total composition C4H9O2S from the Open Molecules 2025 dataset. Energies are from ωB97M-V/def2-TZVPD.

Cartesian coordinates (Å):
S 0.4766 -2.5105 0.3554
O -1.1540 0.7886 1.4889
O 0.9468 0.0093 2.0355
C -0.1691 1.2197 -1.4796
C 0.5873 -0.0379 -0.9815
C -0.3420 -1.2099 -0.6240
C -0.1991 0.5448 2.3176
H 1.1167 0.2800 -0.0490
H -0.8358 -1.6617 -1.4800
H -1.1215 -0.7900 0.0104
H 1.3160 -0.4030 -1.6943
H 0.7846 -1.6263 1.3769
H -0.8781 1.5568 -0.6517
H 0.5975 1.9685 -1.6704
H -0.3959 0.9004 3.4337
H -0.7302 0.9712 -2.3878

Calculated values
**Total charge**: -1
**2S+1**: 1
**HOMO energy**: -4.508 eV
**Orbital gap**: 8.15 eV
**LUMO level**: 3.65 eV

Mulliken population analysis, charges in e, atoms 1 to 5:
1. S -0.3853
2. O -0.6448
3. O -0.7271
4. C -1.0728
5. C -0.2191

=====

# 7
Here is a molecular structure, C4H6CuO from the Open Molecules 2025 dataset. Energies are from ωB97M-V/def2-TZVPD.

Cartesian coordinates (Å):
Cu -1.4482 0.5920 2.3208
O -0.1442 -1.1822 1.9240
C 0.5682 -1.6625 1.0556
C -0.7888 1.4621 -0.2909
C -1.1973 2.1626 -1.2954
C 1.1555 -0.7262 -0.1729
H -0.9933 1.7595 -2.2978
H -2.0521 2.8470 -1.2524
H 2.0456 -1.5254 0.1108
H 0.4178 -2.7207 0.7690
H 0.7883 -1.1663 -1.1110
H 1.6484 0.1600 0.2403

Calculated values
**Total charge**: +1
**2S+1**: 1
**HOMO energy**: -14.060 eV
**Orbital gap**: 8.43 eV
**LUMO level**: -5.63 eV

Mulliken population analysis, charges in e, atoms 1 to 5:
1. Cu 0.7442
2. O -0.4273
3. C 0.1770
4. C 0.0968
5. C -0.5799